The following is a quantum chemistry calculation of the molecule C5H11NO, from the Open Molecules 2025 dataset.

Cartesian coordinates (Å):
O 0.71679 1.71055 0.14876
N 0.80662 -0.26931 1.51524
C -2.01776 0.22598 -0.55454
C -0.67294 -0.36671 -0.07410
C 0.79101 0.30701 0.14496
C 2.14265 -0.00439 -0.53059
C -0.64256 -0.50526 1.45312
H -0.21201 1.96505 0.14362
H -2.78976 -0.49368 -0.23274
H -0.54721 -1.33916 -0.56343
H 2.57079 -0.95807 -0.19738
H -2.15511 0.35625 -1.63209
H -2.29911 1.16414 -0.05292
H -1.16257 0.33542 1.93207
H 2.83278 0.77740 -0.18328
H 1.27529 -1.17106 1.45440
H -1.01023 -1.43480 1.89576
H 2.14468 0.02253 -1.62176

Atomic forces in eV per Å
O -0.343 0.145 0.012
N 0.092 -0.003 0.106
C 0.183 0.084 -0.059
C 0.031 -0.149 0.027
C 0.091 -0.193 -0.162
C -0.191 -0.062 -0.071
C -0.262 -0.113 0.179
H 0.074 0.102 0.091
H 0.262 0.159 -0.100
H 0.139 0.079 0.140
H -0.296 0.077 -0.178
H 0.301 0.007 0.106
H 0.301 -0.089 -0.123
H -0.031 -0.187 -0.045
H -0.250 -0.161 -0.083
H 0.025 0.222 0.110
H 0.107 0.051 -0.030
H -0.235 0.032 0.082

Relative energy (zero: lowest compared OMol25 entry of this formula, charge and spin) ... 192.4 kJ/mol
Gap between HOMO and LUMO ... 9.94 eV
Total energy ... -8899.7029 eV
Total charge ... 0
Strongest force on any atom ... 0.37 eV/Å
HOMO ... -9.03 eV
Structure (SMILES) ... C[C@@H]1CN[C@]1(C)O

Atomic partial charges in e from the Mulliken method, atoms 1 to 4: atom 1 (O): -0.5300, atom 2 (N): -0.5671, atom 3 (C): -1.4612, atom 4 (C): 0.0038